Density functional theory data (ωB97M-V/def2-TZVPD) for a 2-piece molecular cluster, C24H49B2Cl4FN3O7S overall at a distorted geometry.

Calculated values
HOMO level in eV: -12.229
E in eV: -109464.0419
Charge: +1
Gap between HOMO and LUMO in Ha: 0.28277

```
91
C24H49B2Cl4FN3O7S ωB97M-V/def2-TZVPD
Cl 1.885 -1.207 -5.120
Cl 1.714 -1.975 -7.921
Cl 1.855 0.838 -7.189
Cl -0.553 -0.694 -6.623
S -1.983 3.536 -2.224
F -2.216 5.150 -1.592
O -0.708 -1.301 -0.216
O -3.618 -1.264 1.472
O 1.350 3.961 -0.224
O -0.617 3.567 -2.951
O -3.069 3.404 -3.360
O -2.367 0.639 2.562
O -0.608 4.504 1.445
N -0.555 0.910 0.479
N -4.440 0.713 -2.817
N -3.266 2.827 -0.022
C 7.100 1.145 1.403
C -0.804 2.222 0.072
C 0.184 4.542 2.684
C -2.564 -5.819 0.266
C 0.639 0.529 1.380
C 4.648 0.128 0.621
C -1.261 -4.929 2.525
C -1.990 -4.511 1.079
C -0.550 3.751 3.962
C -3.819 0.204 -1.510
C 3.333 1.053 1.079
C -3.693 0.866 3.231
C -1.565 0.352 -2.770
C 5.955 1.023 0.200
C -1.426 -2.479 -0.714
C 1.225 -0.759 -6.713
C -1.580 -0.143 0.005
C 0.023 -4.831 -0.791
C -0.842 -3.772 0.172
C 2.012 0.272 0.502
C 7.606 -0.312 1.971
C 0.072 0.426 -2.806
C -2.141 2.247 -0.875
C -2.248 0.635 -1.307
B -2.519 -0.249 1.391
B 0.042 3.612 0.422
H 3.300 1.258 2.233
H 0.827 1.343 2.232
H 6.836 -0.657 2.804
H -3.007 3.747 0.397
H -4.040 3.033 -0.719
H 3.432 2.054 0.439
H -3.515 -1.811 2.325
H 0.232 -5.773 -0.120
H -0.402 -5.717 2.385
H 1.068 -4.280 -0.962
H -1.795 -6.707 0.359
H 0.367 0.641 -3.943
H 0.549 1.293 -2.182
H -5.475 0.716 -2.626
H 4.897 -0.715 1.422
H 1.276 4.126 2.589
H 8.672 -0.250 2.486
H -4.545 0.607 -0.655
H -2.592 -2.412 -0.693
H 1.199 4.875 -0.613
H -2.694 -5.477 -0.865
H -0.788 -3.986 3.067
H 2.256 -0.896 0.553
H -1.075 -2.644 -1.839
H -3.999 -0.972 -1.526
H -0.521 -5.066 -1.803
H 8.052 1.683 0.933
H 0.192 3.717 4.896
H 5.644 2.098 -0.215
H 0.208 5.685 3.026
H -0.871 2.671 3.637
H -1.958 1.023 -3.645
H 1.903 0.516 -0.644
H -1.513 4.339 4.346
H -2.032 -5.392 3.295
H 0.474 -0.645 -2.560
H -3.579 1.708 4.067
H -4.506 1.286 2.480
H 0.437 -0.482 1.978
H 7.609 -1.172 1.158
H -0.033 -3.348 0.939
H -3.627 -6.065 0.700
H -4.233 0.019 -3.593
H -2.832 -3.751 1.369
H 6.525 0.497 -0.705
H 6.670 1.808 2.277
H 4.324 -0.468 -0.360
H -1.857 -0.767 -3.065
H -4.102 -0.100 3.764
```

Atomic partial charges in e from the Mulliken method, atoms 1 to 8: Cl -0.06; Cl -0.10; Cl -0.08; Cl -0.10; S 1.28; F -0.34; O 0.02; O -0.80

Density functional theory data (ωB97M-V/def2-TZVPD) for C24H49B3ClN2O8 as an isolated structure at a distorted geometry.

Calculated values
HOMO level in eV: -5.708
E in eV: -59596.1218
Charge: -1
Gap between HOMO and LUMO in Ha: 0.26020

```
87
C24H49B3ClN2O8 ωB97M-V/def2-TZVPD
Cl 11.067 -0.711 4.673
O -5.431 -1.348 -0.609
O 10.240 -1.164 5.770
O -7.191 1.011 0.464
O 12.388 -0.388 5.162
O -7.167 0.114 2.645
O -8.076 -1.187 0.901
O 10.468 0.464 4.076
O 11.161 -1.759 3.678
N -5.832 -2.113 -2.756
N -6.252 -4.026 1.179
C 5.201 -0.270 -3.177
C 2.512 2.476 -2.358
C 6.979 -2.211 0.690
C -6.973 -2.453 2.895
C 4.478 1.087 -3.180
C 5.706 -1.391 0.512
C 7.677 -2.105 2.063
C -4.698 2.715 1.774
C 7.350 -0.850 2.878
C -6.888 -3.054 -3.146
C 5.184 -1.481 -0.932
C 3.294 1.146 -2.215
C -1.034 2.840 -0.780
C -4.966 1.202 1.801
C -1.564 3.486 0.511
C -3.310 3.050 2.330
C -7.486 -0.569 -1.519
C -5.471 -1.191 -3.847
C -6.196 -1.371 -1.578
C 5.953 -0.521 -1.855
C 0.495 2.795 -0.827
C -2.160 2.458 1.512
C -5.946 -3.121 2.022
C 0.989 2.313 -2.207
B -7.618 -0.233 0.014
B -6.466 0.803 1.646
B -7.444 -1.155 2.138
H -5.443 3.232 2.378
H -7.040 -3.767 -2.343
H 4.130 -1.212 -0.946
H 3.652 1.025 -1.196
H -0.737 3.970 1.025
H 7.693 -1.988 -0.102
H 6.915 -0.972 -2.079
H -4.594 0.775 2.733
H 6.357 -0.900 3.320
H -3.278 2.629 3.336
H -4.418 -1.314 -4.089
H 6.102 0.432 -1.353
H 4.145 1.341 -4.184
H 0.826 2.051 -0.104
H 5.889 -0.251 -4.021
H 0.754 1.253 -2.267
H -6.461 -2.117 3.793
H -1.376 1.810 -0.876
H 2.758 2.866 -3.342
H 6.708 -3.258 0.541
H 7.401 -2.967 2.670
H -8.340 -1.107 -1.920
H -7.331 0.335 -2.105
H -1.406 3.391 -1.644
H 5.873 -0.338 0.715
H -1.383 2.099 2.183
H -5.421 -4.328 0.677
H -4.792 3.079 0.751
H -6.593 -3.546 -4.065
H 4.968 -1.768 1.220
H -3.194 4.129 2.406
H 8.758 -2.131 1.958
H 2.873 3.162 -1.595
H 7.387 0.018 2.220
H 0.449 2.874 -2.966
H -4.919 -2.769 2.139
H 0.915 3.777 -0.627
H 5.207 1.818 -2.827
H -7.776 -3.144 3.128
H -7.842 -2.547 -3.330
H 8.097 -0.679 3.643
H 5.310 -2.490 -1.321
H -2.347 4.208 0.295
H 4.481 -1.068 -3.357
H -2.473 1.597 0.927
H 2.616 0.325 -2.449
H -6.054 -1.366 -4.748
H -5.590 -0.148 -3.556
H -4.427 0.693 1.002
```

Atomic partial charges in e from the Mulliken method, atoms 1 to 8: Cl 1.64; O -0.51; O -0.65; O -0.33; O -0.69; O -0.28; O -0.19; O -0.64

Density functional theory data (ωB97M-V/def2-TZVPD) for C24H49BeFN4O8S as an isolated structure at a distorted geometry.

Calculated values
HOMO level in eV: -13.275
E in eV: -61950.6339
Energy relative to the best compared isomer or geometry (same formula, charge and spin) in kcal per mole: 40.6
Charge: +2
Gap between HOMO and LUMO in Ha: 0.05781

```
88
C24H49BeFN4O8S ωB97M-V/def2-TZVPD
S -0.465 0.908 4.416
F -1.705 0.022 4.991
O 4.820 -3.654 -0.733
O -0.552 2.257 4.842
O -1.099 1.841 -3.852
O 0.313 -1.990 -0.389
O 0.787 0.353 4.701
O -0.874 -0.302 2.172
O -1.742 2.325 -1.763
O 2.311 -2.870 -2.489
N -3.684 -0.606 1.564
N 1.305 4.227 -1.074
N 2.857 4.545 -2.817
N 3.561 5.068 -0.725
C 2.571 4.609 -1.587
C -1.230 -0.481 0.781
C -5.955 -2.377 0.344
C -0.192 3.283 1.529
C -0.895 1.742 -2.716
C 0.295 0.920 -2.213
C -4.497 -2.820 0.662
C -2.765 -0.277 0.463
C 1.758 -3.613 -1.418
C -0.834 -1.950 0.437
C 0.932 4.359 1.412
C 0.327 1.889 1.994
C 3.422 -2.073 -2.091
C -3.832 -2.043 1.824
C -0.802 1.020 2.605
C 0.831 5.082 0.024
C -2.834 1.431 -1.501
C 4.699 -2.934 -1.947
C 4.833 -2.842 0.421
C 0.280 -3.194 -1.202
C -3.070 1.194 0.022
C -4.478 -4.340 1.046
C 5.920 -1.741 0.425
C 1.506 0.902 -3.174
Be -2.980 0.999 3.572
H 0.810 1.366 1.156
H 4.995 -3.506 1.281
H -2.983 -0.881 -0.424
H -0.222 5.367 -0.107
H -3.396 -0.081 2.445
H 1.816 -4.701 -1.571
H 3.604 -1.395 -2.939
H 3.861 -2.347 0.622
H -4.510 -2.140 2.691
H -0.973 3.582 2.251
H -1.837 1.507 2.561
H 6.176 -1.386 1.428
H 1.942 3.931 1.458
H -4.532 -4.883 0.094
H 1.125 2.053 2.733
H 1.401 6.018 0.118
H -3.757 1.865 -1.905
H 0.646 4.271 -1.845
H -3.482 -4.557 1.456
H -4.133 1.369 0.244
H 6.820 -2.121 -0.074
H 4.643 -3.692 -2.742
H 1.252 1.095 -4.220
H 1.955 -0.098 -3.132
H 0.772 5.100 2.203
H 0.632 1.328 -1.245
H 2.267 -3.405 -0.467
H -0.660 -2.497 1.387
H -0.659 0.142 0.080
H -0.049 -0.111 -2.018
H -0.201 -4.038 -0.685
H 5.600 -2.341 -2.184
H -2.900 -2.543 2.141
H -0.202 -2.916 -2.149
H 3.388 4.741 0.223
H -6.655 -3.124 0.736
H -6.074 -2.425 -0.749
H -3.931 -2.767 -0.281
H -0.678 3.231 0.543
H -1.652 -2.488 -0.066
H 2.077 4.191 -3.370
H 3.199 -1.432 -1.224
H 5.533 -0.881 -0.145
H 2.265 1.591 -2.787
H -2.459 1.933 0.562
H -5.299 -4.599 1.719
H -6.201 -1.354 0.649
H -2.639 0.472 -2.005
H 4.462 4.690 -1.002
```

Atomic partial charges in e from the Mulliken method, atoms 1 to 8: S 1.26; F -0.20; O -0.41; O -0.52; O -0.46; O -0.08; O -0.47; O -0.68

Density functional theory data (ωB97M-V/def2-TZVPD) for C24H49MoN4O6S2Si as an isolated structure.

Calculated values
HOMO level (spin up / spin down) in eV: -15.105 / -16.925
E in eV: -75313.6427
Expectation value of S²: 2.065
Spin multiplicity: 3
Charge: +3
Gap between HOMO and LUMO (spin up / spin down) in Ha: 0.23895 / 0.29029

```
87
C24H49MoN4O6S2Si ωB97M-V/def2-TZVPD
Mo 2.447 -0.764 -0.239
S 3.596 1.264 -0.288
S 0.509 -0.305 -0.915
Si -2.855 2.011 -0.039
O -3.460 1.628 1.346
O 3.433 -1.169 1.571
O -3.068 1.090 -1.285
O 1.117 -2.361 1.396
O 2.841 -2.789 -0.583
O -2.009 3.316 -0.185
N 3.808 -1.744 3.715
N 5.185 -0.477 -1.713
N 2.217 -4.912 -0.951
N 3.702 0.519 -2.975
C -2.682 3.156 3.091
C -3.934 -0.074 -1.667
C 3.340 -2.348 4.977
C -0.535 3.223 -2.118
C -0.667 5.237 -0.623
C 3.048 -1.704 2.655
C 1.052 -3.642 0.793
C 4.712 0.095 -3.768
C 3.155 -5.060 -2.075
C 2.587 1.350 -3.422
C -4.223 1.231 3.574
C -3.862 2.339 2.611
C 5.154 -1.147 3.721
C 2.101 -3.784 -0.303
C 5.647 -0.528 -2.981
C -4.101 -0.980 -0.465
C -5.250 0.514 -2.132
C -5.055 3.201 2.253
C 3.946 0.169 -1.642
C -2.610 4.651 -2.111
C 1.394 -6.101 -0.681
C 1.650 -2.286 2.706
C -1.438 4.129 -1.304
C -3.185 -0.755 -2.791
H -4.649 -1.873 -0.768
H -1.099 2.409 -2.578
H 2.622 -5.522 -2.904
H -3.776 -1.593 -3.161
H -5.101 1.185 -2.978
H -2.223 -1.136 -2.442
H -4.663 -0.494 0.333
H -2.953 3.664 4.016
H 5.711 -0.733 -0.891
H 1.174 -4.424 1.542
H 2.721 2.365 -3.049
H 5.131 -0.198 4.253
H -5.870 2.595 1.857
H 0.900 -6.045 0.282
H -5.416 3.714 3.145
H -1.318 5.813 0.033
H 3.536 -4.092 -2.371
H 0.159 4.834 -0.036
H 2.341 -2.003 5.232
H -2.397 3.915 2.361
H -3.015 -0.065 -3.617
H 1.635 -3.255 3.204
H -4.580 1.667 4.507
H -1.822 2.516 3.294
H 3.977 -5.708 -1.773
H 2.581 1.354 -4.508
H -3.173 3.831 -2.564
H -2.248 5.292 -2.915
H 4.712 0.255 -4.833
H -3.278 5.243 -1.484
H 3.360 -3.436 4.918
H -5.742 1.062 -1.325
H 0.648 -6.214 -1.466
H 0.251 2.806 -1.483
H -5.015 0.604 3.165
H 6.577 -0.998 -3.254
H -3.355 0.609 3.795
H 1.654 0.941 -3.047
H -0.069 3.808 -2.913
H -0.261 5.913 -1.377
H 4.016 -2.033 5.766
H 1.016 -1.606 3.281
H -3.129 -1.290 -0.074
H 0.064 -3.753 0.345
H 5.829 -1.830 4.230
H 2.044 -6.974 -0.683
H 5.489 -0.989 2.703
H -4.783 3.965 1.520
H -5.918 -0.288 -2.445
```

Atomic partial charges in e from the Mulliken method, atoms 1 to 8: Mo 0.17; S -0.22; S -0.10; Si -0.58; O 0.10; O -0.53; O 0.64; O -0.20

Density functional theory data (ωB97M-V/def2-TZVPD) for C24H49N4O4P3STb as an isolated structure at a distorted geometry.

Calculated values
HOMO level (spin up / spin down) in eV: -4.716 / -4.722
E in eV: -100975.4270
Expectation value of S²: 12.682
Energy relative to the best compared isomer or geometry (same formula, charge and spin) in kcal per mole: 35.3
Spin multiplicity: 7
Charge: -1
Gap between HOMO and LUMO (spin up / spin down) in Ha: 0.25588 / 0.25609

```
86
C24H49N4O4P3STb ωB97M-V/def2-TZVPD
Tb -0.242 -2.186 -0.471
S 1.390 -6.860 -1.634
P -1.200 -0.414 -2.764
P -0.126 -2.957 -3.630
P 0.833 2.019 1.539
O -2.480 -4.882 2.162
O 1.392 -2.411 0.864
O 1.820 -2.319 3.049
O -0.834 -0.182 -0.101
N -1.263 -3.080 1.369
N -2.429 -3.642 -1.082
N 0.567 -4.221 -1.326
N 1.087 0.897 0.434
C 3.417 2.829 0.959
C -2.979 -0.891 -2.944
C 2.604 2.318 2.157
C 0.481 0.824 4.064
C 0.803 3.628 -0.781
C 1.095 -2.611 2.100
C 0.424 0.068 -0.366
C -3.208 -3.777 0.168
C 2.742 3.328 3.298
C 0.920 -5.339 -1.430
C -2.251 -3.972 1.361
C -1.511 0.912 2.615
C -0.740 -0.427 -4.570
C 3.190 0.955 2.584
C -1.335 3.336 0.429
C 1.599 -2.316 -3.418
C -0.629 -1.871 -5.062
C -0.701 2.984 3.798
C -0.278 1.706 3.068
C 0.407 4.909 1.316
C -0.260 -3.275 2.417
C 0.234 -4.466 -4.634
C 0.172 3.568 0.620
C -1.444 1.409 -2.622
H 4.259 0.929 2.359
H -1.894 3.488 1.351
H 2.728 0.123 2.052
H -1.888 -4.495 -1.207
H -1.191 2.690 4.729
H -1.724 4.042 -0.309
H -1.745 1.654 -1.606
H -0.684 -4.778 -5.137
H 0.955 2.629 -1.185
H -1.410 3.582 3.228
H -0.226 0.499 4.832
H 0.137 4.171 -1.456
H -1.438 0.166 -5.169
H -3.894 -4.627 0.151
H 1.760 4.147 -0.779
H 1.278 1.367 4.570
H 0.238 0.062 -4.627
H 3.077 0.778 3.651
H 3.803 3.434 3.542
H -3.064 -3.600 -1.868
H -0.078 5.693 0.726
H 4.481 2.776 1.199
H -1.524 2.322 0.070
H -1.601 -2.230 -5.413
H 0.074 -1.973 -5.894
H -3.787 -2.862 0.316
H 0.155 3.608 4.058
H 0.573 -5.277 -3.992
H 2.367 4.314 3.025
H -2.047 0.559 3.501
H -1.223 0.040 2.028
H 1.981 -1.919 -4.360
H 2.230 3.005 4.203
H 1.630 -1.539 -2.649
H -3.452 -0.836 -1.961
H -0.006 4.940 2.322
H -3.498 -0.229 -3.640
H -2.204 1.502 2.020
H -2.201 1.750 -3.330
H 2.221 -3.148 -3.094
H -0.072 -4.343 2.573
H 0.999 -4.258 -5.385
H 1.468 5.151 1.368
H -0.608 -2.879 3.375
H -3.034 -1.917 -3.307
H 3.229 2.206 0.085
H -0.496 1.905 -2.834
H 0.892 -0.076 3.611
H 3.185 3.869 0.724
```

Atomic partial charges in e from the Mulliken method, atoms 1 to 8: Tb 0.00; S -0.49; P 1.65; P 1.28; P -0.27; O -0.76; O -0.42; O -0.75

Question: Look up the E of the fifth one.
Answer: -100975.4270 eV